Computed, not measured: a structure of composition C32H27AuN5O2S3, with ωB97M-V/def2-TZVPD.

HOMO (eV): -10.47
ΔE to the lowest compared entry with this formula, charge and spin (kJ/mol): 4.83
F_max (hartree/bohr): 0.0132
Charge: +1
Molecular weight (g/mol): 806.77
E (Ha): -2989.97948
Frontier orbital gap (Ha): 0.25555

The geometry in XYZ format:
```
70
C32H27AuN5O2S3 (ωB97M-V/def2-TZVPD)
Au 0.1132 -0.1371 0.1139
O 0.1874 2.8006 -3.2594
C -0.8751 2.3263 -3.9632
C -1.2758 3.0501 -5.0820
C -2.3433 2.6138 -5.8406
C -3.0293 1.4503 -5.4979
C -2.6432 0.7403 -4.3818
C -1.5684 1.1624 -3.5937
C -1.2066 0.4110 -2.3742
O -0.0677 0.7156 -1.7862
N -2.0071 -0.5048 -1.9357
N -1.5647 -1.1239 -0.7693
C -2.2721 -2.1337 -0.4019
S -1.9387 -3.0602 1.0356
C -3.5504 -3.8910 1.0382
C -3.9447 -4.1440 -0.4009
S -3.6542 -2.6239 -1.3482
H 0.2663 2.2014 -2.4877
H -0.7314 3.9509 -5.3315
H -2.6509 3.1877 -6.7050
H -3.8558 1.1057 -6.1033
H -3.1654 -0.1618 -4.0936
H -4.2731 -3.2543 1.5461
H -3.4309 -4.8195 1.5946
H -5.0034 -4.3839 -0.4881
H -3.3557 -4.9483 -0.8391
C 1.1938 -2.8888 3.1578
C 0.4573 -2.4665 4.2508
C -0.3282 -1.3270 4.1619
C -0.4075 -0.5927 2.9805
C 0.3284 -1.0517 1.8795
C 1.1309 -2.1739 1.9663
C -1.2600 0.6217 2.8680
C -2.0176 1.1356 3.9485
C -2.7920 2.2373 3.7473
C -2.8197 2.8691 2.4834
C -3.6005 4.0157 2.2063
C -3.5658 4.5864 0.9671
C -2.7380 4.0454 -0.0427
C -1.9760 2.9384 0.1973
C -2.0135 2.3176 1.4659
N -1.2717 1.1973 1.6889
H 1.8108 -3.7757 3.2215
H 0.4934 -3.0234 5.1771
H -0.8911 -1.0143 5.0304
H 1.6837 -2.5225 1.1018
H -1.9843 0.6636 4.9185
H -3.3910 2.6426 4.5538
H -4.2193 4.4311 2.9920
H -4.1680 5.4587 0.7530
H -2.7042 4.5168 -1.0163
H -1.3256 2.5320 -0.5663
N 3.7136 -0.6265 -0.5150
C 3.0087 0.4805 -0.6996
S 2.0498 1.1314 0.6144
N 3.0192 1.1292 -1.8499
C 3.7162 0.8224 -3.0595
C 3.0184 1.0061 -4.2461
C 3.6488 0.7498 -5.4516
C 4.9671 0.3135 -5.4738
C 5.6612 0.1535 -4.2847
C 5.0438 0.4147 -3.0692
H 3.6611 -1.0760 0.3842
H 4.1834 -1.0895 -1.2782
H 2.3531 1.8875 -1.9047
H 1.9906 1.3496 -4.2199
H 3.1059 0.8896 -6.3762
H 5.4574 0.1158 -6.4169
H 6.6968 -0.1577 -4.2968
H 5.6197 0.3580 -2.1548
```

Charge distribution, Mulliken scheme, values in e: 1.252, -0.702, 0.283, -0.781, -0.353, -0.822, -0.605, 0.708, 0.056, -0.774, -0.514, 0.145, -0.052, 0.119, -0.632, -0.566, 0.015, 0.108, 0.475, 0.422, 0.419, 0.526, 0.307, 0.395, 0.399, 0.325, -0.697, -0.959, -0.671, 1.719, -0.782, -0.395, 0.923, -1.051, -0.953, 1.357, -0.874, -0.581, -0.743, -0.207, -0.708, 0.357, 0.423, 0.430, 0.386, 0.577, 0.377, 0.449, 0.412, 0.402, 0.486, 0.582, -0.337, 0.513, -0.380, -0.005, 0.263, -0.161, -0.733, -0.505, -0.640, -0.360, 0.255, 0.270, 0.221, 0.368, 0.441, 0.395, 0.394, 0.592